[1]
62
Properties=species:S:1:pos:R:3 method="wB97M-V/def2-TZVPD" orbital_gap_ha=0.247 total_charge=+1 lumo_energy_ev=-3.39
C -1.8840 4.7436 2.4200
C -1.2216 3.4980 1.5850
N -1.4223 2.1314 2.1990
C -2.8394 1.9780 2.7030
C -3.3716 0.3923 2.6923
C -0.3800 1.7857 3.2367
S -0.7319 1.2273 4.8387
S 1.4871 1.8947 2.8429
C 1.9896 0.5006 1.6780
C 1.6525 -1.0072 2.2449
C 2.7924 -2.0518 1.6289
N 2.0727 -3.2102 0.9654
C 2.4423 -3.6986 -0.2793
N 3.5946 -3.1082 -1.1127
C 3.5472 -4.0178 -2.3213
C 4.6781 -3.6942 -3.4652
C 4.1038 -3.9041 -4.9951
C 3.2924 -2.5351 -5.4854
C 1.6759 -2.8857 -5.5215
C 3.7696 -2.2841 -7.0665
N 2.4700 -5.0761 -2.2207
N 1.7818 -4.8831 -1.0147
H -2.9553 4.9420 1.9318
H -1.2675 5.7442 2.2211
H -2.0383 4.5459 3.5632
H -1.7820 3.4719 0.5311
H -0.1117 3.7837 1.3500
H -3.0621 2.5212 3.7242
H -3.5347 2.5234 1.9004
H -4.4774 0.4194 2.3106
H -3.3491 -0.0209 3.8087
H -2.6659 -0.2210 1.9668
H 3.1513 0.6690 1.4613
H 1.4685 0.5694 0.6061
H 1.7482 -1.1001 3.4291
H 0.6023 -1.4227 1.8743
H 3.4687 -1.4173 0.9111
H 3.4969 -2.5046 2.4524
H 1.2798 -3.7328 1.4445
H 5.1440 -2.6066 -3.3179
H 5.6046 -4.4374 -3.3503
H 5.0679 -4.0523 -5.6824
H 3.4024 -4.8525 -4.9845
H 3.5514 -1.6327 -4.7845
H 1.5565 -3.9571 -5.9958
H 1.1782 -2.9028 -4.4534
H 1.1154 -2.1113 -6.1974
H 3.2046 -1.3682 -7.5280
H 4.9368 -2.1919 -7.0614
H 3.4923 -3.3025 -7.6228
H 2.3423 -5.7837 -2.9772
H 0.9783 -5.4553 -0.6524
C -5.7169 5.6425 3.8409
C -6.3060 5.0514 2.5654
O -6.9838 3.8333 2.8812
O -4.8285 4.7039 4.4423
H -5.1653 6.5629 3.6312
H -6.5066 5.8565 4.5677
H -5.5119 4.8037 1.8548
H -7.0097 5.7407 2.0896
H -7.7813 4.0678 3.3870
H -5.2359 3.8251 4.3086

[2]
60
Properties=species:S:1:pos:R:3 method="wB97M-V/def2-TZVPD" orbital_gap_ha=0.163 total_charge=-1 lumo_energy_ev=2.33
C 7.4172 -1.5386 2.2294
C 5.9428 -1.3676 2.5464
I 5.7051 -1.4957 4.6888
C 5.3577 -0.0531 2.0228
C 3.9689 -0.2427 1.3987
N 3.0723 -0.8280 2.5205
C 2.1974 -1.5836 2.1984
O 1.3082 -2.3198 1.9497
H 7.5512 -1.7485 1.1686
H 7.8445 -2.3645 2.7978
H 7.9895 -0.6506 2.4954
H 5.3802 -2.1783 2.0930
H 5.3177 0.6917 2.8295
H 6.0071 0.3220 1.2316
H 3.5794 0.7676 1.2427
C 2.7383 4.7410 5.0886
C 2.5882 4.1007 3.7163
O 3.2826 2.8857 3.5681
C 2.8900 1.8364 4.4408
C 1.4388 1.4204 4.2872
H 3.7935 4.8495 5.3433
H 2.2717 5.7280 5.0956
H 2.2643 4.1450 5.8697
H 3.0086 4.7644 2.9590
H 1.5259 3.9739 3.4708
H 3.1107 2.1072 5.4815
H 3.5221 0.9879 4.1918
H 0.7460 2.2087 4.5964
H 1.2414 0.5417 4.9014
H 1.2307 1.1702 3.2466
C -0.9664 -1.4307 0.1422
C -2.2277 -0.9961 -0.5817
O -2.0389 -0.6939 -1.9574
C -1.5492 -1.7535 -2.7537
C -2.4629 -2.9690 -2.7938
H -0.1679 -0.7015 0.0100
H -1.1595 -1.5393 1.2076
H -0.5964 -2.3905 -0.2175
H -2.6074 -0.0722 -0.1431
H -3.0176 -1.7495 -0.4646
H -0.5428 -2.0439 -2.4348
H -1.4522 -1.3408 -3.7586
H -2.5271 -3.4591 -1.8215
H -2.0813 -3.6994 -3.5086
H -3.4728 -2.6808 -3.0907
C -4.2359 0.0033 -4.2585
C -5.0198 0.7206 -5.3423
O -5.5309 -0.1341 -6.3542
C -6.4264 -1.1346 -5.9135
C -7.6861 -0.5947 -5.2560
H -3.4472 -0.6078 -4.6960
H -3.7804 0.7183 -3.5757
H -4.8745 -0.6525 -3.6645
H -4.3683 1.4202 -5.8661
H -5.8286 1.3148 -4.9005
H -5.9184 -1.8385 -5.2439
H -6.6943 -1.6920 -6.8118
H -7.4694 -0.0924 -4.3124
H -8.3767 -1.4119 -5.0447
H -8.1809 0.1229 -5.9122

[3]
67
Properties=species:S:1:pos:R:3 method="wB97M-V/def2-TZVPD" spin_multiplicity=2 orbital_gap_ha="0.146 / 0.112" total_charge=+2 lumo_energy_ev="-8.88 / -9.83"
C 0.1310 1.3176 8.5422
C -0.5135 1.2203 7.1856
O 0.3344 1.6874 6.1563
C -0.1698 1.4039 4.8816
C 0.1031 2.5391 3.8988
C 0.2321 2.0830 2.4548
C -0.9818 1.2812 1.9388
C -0.5422 0.5676 0.6270
Si -1.9996 0.1110 -0.4925
O -1.6669 0.2024 -2.1675
Si -0.5640 -0.8146 -2.8105
C 0.6341 0.1538 -3.9124
C 1.7680 0.8189 -3.0993
C 2.9389 1.1157 -4.0819
C 2.6172 2.2951 -5.0602
N 2.7711 1.9529 -6.4649
C 0.3165 -1.9636 -1.6235
C 1.2379 -2.9092 -2.4254
O 2.0212 -3.6815 -1.5354
C 3.1470 -4.1386 -2.2274
O 3.1617 -5.1925 -2.6572
P -1.7191 -2.1884 -4.2658
O -1.8666 -3.6349 -3.6749
C -2.8221 -1.5604 -0.0380
Cl -3.5593 -2.3084 -1.5209
C -3.9805 -1.4132 0.9843
C -3.5063 -1.0476 2.3897
Cl -5.3011 -0.3675 0.3958
H -0.5643 0.9806 9.3092
H 1.0158 0.6890 8.6440
H 0.4272 2.3316 8.8045
H -1.4155 1.8485 7.1977
H -0.8602 0.1907 7.0329
H 0.2718 0.4755 4.4839
H -1.2563 1.2679 4.9472
H 1.0686 2.9670 4.1835
H -0.6231 3.3401 4.0426
H 1.0839 1.3950 2.4002
H 0.4528 2.8995 1.7644
H -1.8705 1.8978 1.8206
H -1.1265 0.4921 2.6697
H -0.0564 -0.3642 0.9245
H 0.1142 1.2410 0.0648
H -3.0302 1.1293 -0.2382
H 0.1096 0.8643 -4.5513
H 1.0886 -0.5926 -4.5765
H 1.4488 1.7661 -2.6719
H 2.1691 0.1481 -2.3401
H 3.8577 1.3885 -3.4889
H 3.0861 0.2232 -4.6864
H 3.3383 3.0893 -4.8250
H 1.6418 2.7298 -4.8615
H 1.8730 1.7684 -6.8930
H 3.3793 1.1569 -6.6042
H -0.3377 -2.5803 -1.0099
H 0.9966 -1.3460 -1.0367
H 0.6932 -3.5334 -3.1414
H 1.9114 -2.2591 -3.0126
H 4.0082 -3.4633 -2.3427
H -0.9738 -2.3496 -5.4590
H -3.0161 -1.6997 -4.5303
H -2.1257 -2.2474 0.4418
H -4.4115 -2.4096 1.0449
H -3.5363 0.0369 2.4832
H -2.5308 -1.4556 2.6426
H -4.2500 -1.4146 3.0926
Ag 5.7278 1.8687 -3.1224

[4]
70
Properties=species:S:1:pos:R:3 method="wB97M-V/def2-TZVPD" smiles="CB([C@@H](Br)[C@@H](C)Br)S(=O)(=O)C(F)(F)F.COCCNCCOC.COCCNCCOC" orbital_gap_ha=0.229 total_charge=0 lumo_energy_ev=-2.44
C -5.5394 2.1955 -1.9770
B -4.3219 1.1193 -1.5796
C -3.0942 1.7018 -0.6539
Br -3.1802 3.7357 -0.7905
C -3.2165 1.3679 0.9494
C -3.0606 -0.2210 1.3352
Br -1.6476 2.3164 1.8410
S -4.4841 -0.6177 -2.2726
O -4.0800 -1.7552 -1.3048
O -5.9353 -0.9672 -2.7736
C -3.3499 -0.7452 -3.7809
F -4.1007 -1.0260 -5.0306
F -2.5781 0.5113 -4.0262
F -2.4137 -1.8862 -3.5203
H -5.9811 2.7400 -1.0398
H -5.1527 2.9409 -2.8217
H -6.4422 1.6025 -2.4798
H -2.0435 1.4220 -1.1250
H -4.1923 1.8247 1.4569
H -4.0178 -0.8710 1.1504
H -2.0876 -0.6463 0.8053
H -2.8324 -0.2915 2.5045
C -0.2400 -1.0391 -5.7433
O 0.8061 -0.2856 -5.1451
C 1.0844 -0.6837 -3.7981
C 2.4737 -1.3366 -3.7085
N 2.4846 -2.6479 -4.3620
C 3.8314 -3.2064 -4.5352
C 4.7950 -2.4449 -5.4667
O 4.4007 -2.4583 -6.8400
C 3.4875 -1.4306 -7.2012
H -0.4703 -0.5926 -6.7126
H 0.0755 -2.0740 -5.9105
H -1.1415 -1.0175 -5.1254
H 0.3059 -1.3399 -3.3899
H 1.0913 0.2310 -3.1948
H 2.7481 -1.4571 -2.6536
H 3.1908 -0.6560 -4.1763
H 2.0552 -2.5641 -5.2815
H 3.6981 -4.2157 -4.9406
H 4.2971 -3.3238 -3.5498
H 5.7568 -2.9686 -5.4305
H 4.9977 -1.4249 -5.1248
H 3.6266 -0.5197 -6.6149
H 2.4619 -1.7943 -7.1083
H 3.6483 -1.1888 -8.2544
C -0.3865 1.6646 8.6393
O 0.9572 1.2704 8.3965
C 1.0839 -0.1177 8.0692
C 1.5258 -0.2850 6.6060
N 0.4515 0.0903 5.6831
C 0.8887 0.1976 4.2855
C 1.9139 1.2991 3.9512
O 1.4037 2.6258 4.0979
C 1.5006 3.1524 5.4146
H -0.3795 2.6947 9.0009
H -0.9724 1.6312 7.7151
H -0.8498 1.0304 9.3996
H 0.1646 -0.6788 8.2771
H 1.8689 -0.5234 8.7173
H 1.8029 -1.3315 6.4304
H 2.4126 0.3371 6.4541
H 0.0703 0.9911 5.9664
H -0.0135 0.3858 3.6927
H 1.2806 -0.7730 3.9600
H 2.1625 1.1941 2.8892
H 2.8580 1.1780 4.4919
H 2.3661 2.7675 5.9585
H 0.5797 2.9495 5.9654
H 1.5973 4.2379 5.3394

[5]
70
Properties=species:S:1:pos:R:3 method="wB97M-V/def2-TZVPD" orbital_gap_ha=0.194 total_charge=-1 lumo_energy_ev=1.47
N -5.0777 1.5307 3.2100
C -6.2713 0.9499 2.4798
O -6.4060 -0.4657 2.8592
Br -6.1320 1.2445 0.4769
C -7.7040 1.6854 2.9313
O -7.6590 3.0237 3.0014
O -8.8887 0.8428 3.1638
H -4.3032 1.7726 2.5416
H -4.7291 0.7887 3.8837
H -5.9088 -1.0786 2.2417
C -2.5177 -0.5561 1.2393
O -3.6988 -0.5799 0.9160
N -1.9349 -1.3599 2.1955
C -0.5265 -1.2719 2.5227
C -2.7553 -2.3251 2.8976
H -1.8042 0.1403 0.7684
H -0.0570 -2.2408 2.3302
H -0.4241 -1.0183 3.5816
H -0.0293 -0.5063 1.9208
H -3.1961 -3.0137 2.1702
H -3.5615 -1.7970 3.4158
H -2.1585 -2.8868 3.6213
C -2.4550 4.6986 3.6838
O -2.1885 3.9811 4.6399
N -3.5673 5.5057 3.5763
C -3.8133 6.3282 2.4095
C -4.5229 5.5343 4.6642
H -1.7959 4.7532 2.8015
H -3.8636 7.3760 2.7191
H -4.7660 6.0316 1.9617
H -3.0170 6.2105 1.6695
H -4.0145 5.8621 5.5761
H -4.9127 4.5240 4.8222
H -5.3475 6.2156 4.4373
C 3.0026 -3.4097 2.1994
O 2.4035 -2.3470 2.0910
N 2.6601 -4.5876 1.5707
C 3.4213 -5.8070 1.7499
C 1.5016 -4.6096 0.7018
H 3.8983 -3.5052 2.8355
H 3.7989 -6.1348 0.7772
H 2.7650 -6.5761 2.1670
H 4.2647 -5.6489 2.4276
H 1.6468 -3.8832 -0.1036
H 0.6177 -4.3224 1.2796
H 1.3554 -5.6063 0.2767
C 2.9510 -2.9492 -1.8559
O 1.8051 -3.3707 -1.9529
N 3.4715 -1.8821 -2.5562
C 4.8412 -1.4423 -2.3857
C 2.6234 -1.1755 -3.4938
H 3.6807 -3.4130 -1.1717
H 4.8396 -0.4034 -2.0438
H 5.3576 -1.5115 -3.3473
H 5.3652 -2.0608 -1.6518
H 1.7570 -0.7754 -2.9584
H 2.2726 -1.8782 -4.2558
H 3.1710 -0.3582 -3.9710
C 5.0362 0.7051 -5.7016
O 5.2625 -0.4976 -5.6554
N 4.7410 1.4191 -6.8431
C 4.4845 2.8446 -6.8163
C 4.6845 0.7239 -8.1124
H 5.0531 1.3310 -4.7939
H 3.4775 3.0306 -7.2002
H 5.2184 3.3485 -7.4517
H 4.5595 3.2394 -5.7993
H 3.9224 -0.0593 -8.0556
H 5.6552 0.2571 -8.3060
H 4.4411 1.4165 -8.9226

[6]
65
Properties=species:S:1:pos:R:3 method="wB97M-V/def2-TZVPD" smiles=CCCCCC.CCCCCC.ClCCl.ClCCl.ClCCl.ClCCl.ClCCl orbital_gap_ha=0.394 total_charge=0 relative_energy_kcal_mol=0.1 lumo_energy_ev=0.33
C -1.6647 5.7931 -3.7131
C -0.1624 5.6777 -3.3388
C 0.2873 4.2478 -2.9059
C 1.7551 3.9309 -2.9827
C 2.1675 2.5016 -2.7310
C 2.1873 2.1232 -1.2307
H -1.8510 6.8460 -3.9247
H -2.2834 5.4870 -2.8695
H -1.8618 5.1975 -4.6045
H 0.4085 5.9237 -4.2342
H 0.0810 6.3630 -2.5269
H -0.1993 3.4689 -3.4930
H 0.0314 4.0712 -1.8612
H 2.0133 4.2415 -3.9951
H 2.3291 4.5864 -2.3278
H 1.4834 1.8905 -3.3198
H 3.1511 2.2884 -3.1496
H 2.9398 2.7874 -0.8056
H 1.2188 2.2243 -0.7409
H 2.4543 1.0818 -1.0508
C 0.7178 -4.5113 -1.8999
C 1.6451 -3.9509 -0.8347
C 1.2980 -4.5207 0.5419
C 2.3766 -4.1312 1.5981
C 2.1612 -4.8622 3.0067
C 1.0593 -4.1725 3.8031
H 0.6792 -5.5995 -1.8489
H 1.1676 -4.2627 -2.8612
H -0.2899 -4.1025 -1.8270
H 2.6218 -4.3355 -1.1286
H 1.6748 -2.8632 -0.8988
H 1.1961 -5.6038 0.6097
H 0.3629 -4.1205 0.9340
H 3.3466 -4.4811 1.2447
H 2.5262 -3.0532 1.5382
H 1.9439 -5.9152 2.8276
H 3.1014 -4.8753 3.5580
H 1.2720 -3.1035 3.8155
H 0.0295 -4.3000 3.4696
H 1.1563 -4.5828 4.8083
Cl -5.6340 -2.3316 0.0600
C -4.0704 -1.5110 -0.0396
Cl -4.3761 0.2159 -0.1829
H -3.5298 -1.6875 0.8903
H -3.5095 -1.8644 -0.9049
Cl 0.1598 -1.7280 6.5796
C -0.6791 -0.4328 5.6437
Cl -1.5752 0.6584 6.6921
H 0.0868 0.1092 5.0890
H -1.4223 -0.8834 4.9859
Cl -1.3247 2.8639 3.9620
C -2.5909 3.0543 2.7109
Cl -2.0347 2.3979 1.1283
H -3.5110 2.5504 3.0066
H -2.7628 4.1305 2.6896
Cl -0.8723 -0.2872 -1.9604
C -1.9051 0.8273 -2.8741
Cl -2.8470 -0.0898 -4.0180
H -2.6061 1.3584 -2.2301
H -1.3507 1.5310 -3.4950
Cl -1.0126 -1.3083 2.0748
C 0.3195 -0.3824 1.3672
Cl 1.6956 -0.4932 2.5210
H 0.6975 -0.7637 0.4187
H 0.1234 0.6817 1.2349

[7]
63
Properties=species:S:1:pos:R:3 method="wB97M-V/def2-TZVPD" orbital_gap_ha=0.268 total_charge=-1 lumo_energy_ev=2.57
C 2.7971 -2.9811 2.7583
C 3.7158 -1.6406 2.3673
O 4.5844 -1.2331 3.2960
N 3.4622 -0.9839 1.0251
C 4.7373 -0.7228 0.2537
C 4.9771 -1.7062 -1.0411
C 3.8647 -2.8976 -1.2179
C 2.3772 -2.3974 -1.6921
Al 2.2957 -0.4850 -2.4333
C 0.2994 0.1149 -2.2480
C -0.0762 0.4998 -0.6916
C -0.7506 -0.7264 0.1707
C -2.1777 -1.2793 -0.4163
N -2.6873 -2.5518 0.2222
C -2.3817 -2.6367 1.7008
C -2.2873 -3.7970 -0.5375
C -0.8204 -4.5291 -0.5181
O -3.2620 -4.3778 -1.2868
H 1.7425 -2.8114 2.2423
H 2.7022 -3.0833 3.9429
H 3.3117 -3.9198 2.2856
H 2.9801 -0.0839 1.2506
H 4.7485 0.3971 -0.1561
H 5.6848 -0.8025 0.9584
H 6.0205 -2.2525 -0.8476
H 5.1596 -1.0666 -2.0322
H 3.7338 -3.5715 -0.2679
H 4.2639 -3.6175 -2.0768
H 1.9748 -3.1141 -2.5576
H 1.6392 -2.5295 -0.7714
H 3.1312 0.5855 -1.6185
H 2.7624 -0.3997 -3.9610
H -0.4354 -0.6659 -2.7430
H 0.2489 1.1421 -2.8544
H -0.8953 1.3664 -0.7220
H 0.8579 0.9348 -0.0987
H -0.0385 -1.6525 0.3110
H -0.9413 -0.2880 1.2647
H -3.0052 -0.4417 -0.2326
H -2.0760 -1.5107 -1.5827
H -2.9809 -3.5652 2.1464
H -1.2563 -2.8251 1.9661
H -2.8314 -1.6694 2.2364
H -0.9671 -5.7051 -0.5124
H -0.2823 -4.2693 -1.5335
H -0.1652 -4.2762 0.4258
C -4.4733 5.9248 0.1887
C -2.9517 6.0561 0.1815
C -2.2303 4.8198 -0.4037
O -2.1657 3.7023 0.4880
C -3.3340 2.8970 0.5039
N -2.4913 6.3558 1.5455
H -4.8350 5.2568 0.9748
H -4.9374 6.9023 0.3645
H -4.8389 5.5523 -0.7732
H -2.7060 6.9123 -0.4590
H -1.1875 5.1004 -0.5973
H -2.6549 4.5234 -1.3694
H -3.8095 2.8375 -0.4801
H -4.0382 3.2756 1.2464
H -3.0462 1.8872 0.8093
H -1.4872 6.5331 1.5185
H -2.5674 5.4895 2.0879